# C6H10N2

A molecular structure, C6H10N2 in a non-equilibrium geometry (ωB97M-V with the def2-TZVPD basis set, OMol25).

Output
Molecular weight in g/mol: 110.16
HOMO energy in eV: -8.05
E_tot in Ha: -344.00020
Energy relative to the best compared isomer or geometry (same formula, charge and spin) in eV: 3.7147
Charge: 0

Geometry as XYZ:
```
18
Properties=species:S:1:pos:R:3:nbo_charge:R:1
N 1.831 0.068 0.837 -0.02
N 2.097 -0.867 0.187 -0.11
C -0.301 -0.549 -0.587 0.01
C -0.057 0.465 0.360 -0.06
C -0.736 0.329 1.712 -0.62
C 0.057 1.891 -0.147 -0.62
C 1.321 -1.565 -0.713 -0.28
C -1.250 -0.989 -1.386 -0.43
H 1.715 -1.509 -1.725 0.23
H -0.236 0.949 2.455 0.22
H 0.563 2.515 0.588 0.22
H -1.786 0.640 1.640 0.21
H -0.943 2.305 -0.339 0.21
H 1.138 -2.585 -0.383 0.23
H 0.624 1.933 -1.080 0.22
H -1.117 -1.849 -2.029 0.20
H -0.716 -0.704 2.060 0.22
H -2.204 -0.477 -1.452 0.20
```